## one
{
  "formula": "C32H48O24",
  "method": "ωB97M-V/def2-TZVPD",
  "e_homo_ev": -10.4317,
  "smiles": "C[C@H]1COC(=O)O1.C[C@H]1COC(=O)O1.C[C@H]1COC(=O)O1.C[C@H]1COC(=O)O1.C[C@H]1COC(=O)O1.C[C@H]1COC(=O)O1.C[C@H]1COC(=O)O1.C[C@H]1COC(=O)O1",
  "gap_ev": 9.77,
  "symbols": ["H", "O", "O", "H", "H", "C", "H", "H", "H", "O", "C", "O", "O", "H", "C", "O", "H", "H", "H", "C", "C", "H", "O", "C", "C", "O", "O", "C", "C", "H", "O", "H", "C", "H", "O", "C", "H", "H", "C", "H", "O", "H", "C", "H", "H", "C", "H", "H", "C", "H", "C", "H", "H", "H", "C", "C", "O", "H", "C", "H", "H", "H", "H", "H", "O", "O", "C", "H", "H", "H", "O", "H", "C", "C", "O", "C", "O", "H", "C", "O", "H", "O", "C", "H", "C", "H", "H", "H", "H", "C", "C", "O", "H", "C", "O", "C", "O", "O", "C", "C", "H", "H", "H", "H"],
  "xyz": [[3.45, -2.84, 6.04], [0.07, -0.34, 0.25], [7.82, -6.57, -2.84], [-6.88, 1.89, -5.73], [-4.47, -8.14, -2.87], [-3.29, 9.87, 0.68], [-6.03, -0.95, -4.72], [-2.94, -0.92, 1.11], [-3.92, -8.20, -1.19], [-8.12, 0.20, -5.90], [4.41, -0.89, 5.70], [-1.37, -9.38, -4.37], [0.29, -1.82, -1.50], [-3.09, 10.73, 0.05], [-1.56, -8.24, -4.86], [-1.26, -7.91, -6.01], [-0.05, 2.12, 1.48], [-2.70, 4.21, 9.28], [6.83, 0.21, -0.23], [4.40, -6.63, -2.57], [-3.71, -7.78, -2.17], [-1.14, 1.96, 0.08], [-2.47, 6.25, 7.03], [-8.56, -0.02, -7.16], [3.40, -2.52, 3.91], [6.02, -4.64, 3.70], [-3.32, 10.41, 1.97], [-0.39, -1.29, -0.61], [-6.10, 0.14, -4.72], [5.02, -0.36, 4.97], [-9.67, -0.43, -7.43], [-1.27, 9.48, 0.57], [-0.33, 5.39, 7.25], [-6.47, 0.53, -3.77], [4.09, -3.55, 3.31], [-1.82, 5.14, 7.51], [5.50, -4.77, -2.67], [-5.09, 0.54, -4.86], [-4.55, 10.58, 2.40], [5.58, 1.27, 0.34], [8.01, -7.11, -5.04], [6.56, -6.97, -1.26], [5.50, 0.80, -1.81], [-2.14, 8.22, 1.45], [-0.94, -0.28, 2.14], [-6.33, 0.50, -7.26], [4.91, -0.81, 6.66], [4.61, -7.68, -2.36], [-3.39, 6.72, 7.88], [-1.81, 2.09, 1.63], [-0.96, 1.66, 1.11], [-5.87, 1.40, -7.68], [-2.12, 4.18, 7.11], [7.17, -5.32, -1.30], [-2.26, -7.97, -2.72], [-2.22, -0.48, 0.40], [-3.31, 6.11, 9.01], [-0.12, 5.31, 6.18], [6.89, -6.17, -1.92], [2.32, -2.67, 3.97], [3.40, -1.57, 3.39], [-1.54, 5.55, 9.68], [3.76, 1.99, -2.46], [-4.69, 8.29, 0.76], [5.43, 2.07, -3.83], [-2.02, -7.32, -4.00], [4.85, 2.03, -2.49], [-2.16, 8.30, -0.35], [-2.65, -10.09, -2.89], [-5.58, -0.29, -7.30], [-4.09, 7.71, 7.73], [-5.12, 9.46, -0.52], [-4.71, 9.34, 0.49], [4.05, -2.33, 5.29], [6.14, -6.08, -4.15], [-1.84, -9.38, -3.04], [6.35, 0.36, -2.84], [0.24, 4.56, 7.67], [6.27, 1.11, -0.49], [-5.41, 10.00, 1.51], [3.85, -6.26, -1.70], [5.27, -3.00, 5.04], [6.15, 0.99, -4.05], [4.71, 0.08, -1.61], [-2.31, 5.19, 9.00], [5.08, 2.96, -1.97], [0.15, 6.30, 7.61], [-3.93, -6.72, -2.08], [3.78, -6.53, -3.46], [-6.82, 0.81, -5.87], [-2.18, 8.88, 0.58], [-7.56, 0.24, -7.98], [-1.03, -9.65, -2.36], [-0.97, 0.12, 1.13], [-4.91, 11.29, 3.35], [7.35, -6.61, -4.13], [-1.72, -1.41, -0.53], [6.70, 0.63, -5.12], [5.15, -3.89, 4.04], [5.69, -5.83, -2.84], [3.52, -0.27, 5.70], [6.93, 1.97, -0.43], [-2.75, 0.33, -0.10], [-1.62, -7.50, -1.99]]
}

## two
{
  "formula": "C32H48O24",
  "method": "ωB97M-V/def2-TZVPD",
  "e_homo_ev": -10.4414,
  "smiles": "C[C@H]1COC(=O)O1.C[C@H]1COC(=O)O1.C[C@H]1COC(=O)O1.C[C@H]1COC(=O)O1.C[C@H]1COC(=O)O1.C[C@H]1COC(=O)O1.C[C@H]1COC(=O)O1.C[C@H]1COC(=O)O1",
  "gap_ev": 10.53,
  "symbols": ["C", "C", "H", "H", "O", "C", "H", "O", "H", "O", "C", "H", "C", "H", "O", "C", "C", "H", "O", "O", "H", "H", "H", "O", "O", "H", "H", "H", "H", "H", "O", "C", "O", "H", "C", "H", "C", "C", "C", "H", "H", "H", "C", "C", "C", "H", "O", "H", "H", "C", "C", "H", "H", "C", "H", "H", "H", "C", "H", "H", "C", "H", "O", "H", "O", "C", "C", "C", "H", "H", "H", "H", "C", "H", "O", "C", "O", "C", "O", "H", "O", "C", "C", "C", "O", "H", "O", "H", "H", "H", "O", "C", "H", "H", "H", "O", "O", "H", "C", "H", "O", "C", "O", "H"],
  "xyz": [[2.51, 4.31, 7.10], [6.01, 0.61, -1.74], [1.08, -0.26, 1.18], [-1.03, -9.52, -8.47], [-2.91, 10.29, -0.40], [-4.89, -2.46, -5.43], [-0.85, -2.72, 1.99], [8.26, -5.85, -3.29], [-6.30, 8.11, -0.37], [-5.69, 6.60, 9.70], [7.40, -6.31, -2.36], [5.31, 0.46, -2.56], [1.54, 2.12, 7.88], [10.19, -7.09, -1.32], [-3.59, 8.24, -1.25], [-4.74, 7.69, -1.80], [-1.31, -8.19, -4.40], [6.40, 4.06, -1.97], [-9.40, -3.52, -5.63], [3.93, 2.75, 7.83], [-4.28, 5.53, -1.95], [-4.53, 6.56, 7.33], [10.91, -5.10, -2.43], [-0.22, 0.02, 2.35], [-3.74, 5.99, 8.98], [6.77, -0.16, -1.66], [0.74, -3.00, 1.42], [-6.59, 8.95, -1.85], [-0.46, -0.61, -0.72], [-7.29, 7.05, 7.71], [-0.32, -8.96, -4.47], [4.39, 3.93, 8.25], [7.50, 3.14, 1.42], [0.51, -2.35, 3.05], [-7.25, 6.01, 8.05], [-2.25, -10.19, -6.27], [5.81, 3.26, -1.55], [-6.43, -3.53, -7.13], [-3.77, 9.46, -0.65], [0.58, 2.39, 7.44], [-1.52, -1.49, 0.19], [-4.73, 7.94, -2.86], [-4.62, 5.67, 7.94], [2.71, 2.90, 7.12], [9.42, -7.45, -1.99], [9.16, -8.50, -2.10], [-1.47, 0.42, 0.59], [-4.83, 6.00, -0.39], [-6.13, -3.31, -8.15], [-1.52, -8.84, -7.78], [9.51, -6.63, -3.27], [9.54, -7.41, -4.03], [2.97, 2.49, 6.15], [-6.24, -2.31, -6.28], [7.29, 2.17, -2.59], [-0.09, -10.69, -5.54], [-1.08, -7.87, -8.01], [-4.98, 6.20, -1.45], [-4.74, -1.51, -4.91], [-5.84, -4.34, -6.70], [-5.90, 5.65, 8.70], [-4.76, -3.30, -4.75], [-5.05, 9.75, -0.77], [5.51, 0.44, -0.78], [-7.36, -2.47, -5.47], [-1.20, 0.76, 1.82], [-0.12, -9.61, -5.70], [6.69, 2.03, -1.69], [-8.05, 5.92, 8.78], [-4.33, 4.74, 7.46], [2.63, 4.73, 6.10], [-3.96, -2.43, -6.00], [10.74, -5.72, -3.31], [4.86, 2.95, -2.00], [5.86, 3.49, -0.16], [0.19, -0.85, 1.43], [8.19, -7.06, -1.39], [6.92, 2.88, 0.36], [-1.64, -7.47, -3.43], [-5.90, 5.78, -1.84], [6.29, -5.99, -2.21], [-0.78, -0.71, 0.32], [-4.41, 6.60, 9.92], [0.16, -2.30, 2.02], [5.35, 4.06, 9.01], [-2.51, -8.82, -8.23], [7.38, 1.97, -0.48], [11.64, -6.28, -3.59], [-6.37, -1.43, -6.92], [-6.00, 4.70, 9.21], [-7.80, -3.72, -7.16], [-8.29, -3.22, -6.10], [1.50, 4.57, 7.40], [10.74, -5.10, -4.20], [1.69, 1.05, 7.74], [-1.69, 1.70, 2.34], [3.54, 4.89, 7.89], [-7.51, 5.29, 7.27], [-5.80, 8.67, -1.16], [0.71, -9.29, -6.34], [-1.96, -8.26, -5.52], [-1.57, -9.34, -6.32], [-3.90, 7.25, 10.84], [1.46, 2.34, 8.94]]
}

Which structure is most stable? one, by 59.6 kcal/mol over the runner-up.

## one
{
  "formula": "C11H44N22O11",
  "method": "ωB97M-V/def2-TZVPD",
  "e_homo_ev": -9.3096,
  "smiles": "NC(N)=O.NC(N)=O.NC(N)=O.NC(N)=O.NC(N)=O.NC(N)=O.NC(N)=O.NC(N)=O.NC(N)=O.NC(N)=O.NC(N)=O",
  "gap_ev": 9.84,
  "symbols": ["H", "C", "N", "O", "H", "H", "N", "C", "C", "N", "H", "H", "N", "N", "N", "N", "H", "H", "H", "H", "C", "H", "H", "H", "H", "C", "H", "N", "H", "C", "H", "O", "N", "H", "N", "H", "O", "H", "H", "N", "O", "N", "O", "H", "N", "N", "N", "C", "H", "N", "H", "H", "O", "N", "H", "O", "H", "H", "O", "H", "O", "H", "H", "H", "C", "N", "H", "N", "H", "H", "N", "N", "H", "H", "O", "N", "H", "H", "C", "H", "H", "C", "H", "H", "C", "O", "H", "H"],
  "xyz": [[8.09, 16.10, 7.02], [11.01, 16.71, 12.04], [7.95, 7.42, 12.64], [12.02, 9.58, 16.04], [11.74, 15.10, 14.30], [12.18, 14.03, 6.12], [13.01, 13.25, 16.67], [12.84, 9.24, 15.12], [11.11, 13.72, 7.79], [11.13, 12.03, 12.57], [10.98, 16.11, 10.06], [8.64, 13.83, 12.20], [11.40, 16.00, 10.98], [8.51, 10.52, 9.12], [7.30, 9.48, 7.45], [10.00, 13.06, 8.30], [8.94, 10.08, 11.32], [11.28, 12.17, 13.58], [11.36, 11.11, 12.24], [10.29, 18.02, 10.66], [9.44, 19.09, 14.54], [12.71, 12.48, 17.22], [11.27, 20.04, 14.80], [8.44, 9.84, 12.89], [13.26, 15.24, 15.18], [8.76, 9.60, 15.45], [8.14, 16.19, 8.72], [12.52, 14.61, 14.80], [10.95, 12.81, 5.94], [12.10, 13.66, 15.68], [14.00, 13.56, 16.71], [10.97, 16.36, 13.20], [11.68, 7.70, 10.62], [9.02, 7.60, 15.63], [9.31, 8.47, 15.89], [9.33, 17.44, 5.63], [8.66, 7.79, 10.49], [7.60, 7.91, 13.49], [7.90, 6.41, 12.44], [13.48, 10.12, 14.42], [7.68, 9.65, 14.85], [10.53, 17.95, 11.63], [9.99, 18.00, 8.74], [11.27, 18.42, 14.16], [10.80, 19.11, 14.72], [11.98, 10.06, 10.66], [8.78, 20.18, 15.02], [10.01, 12.57, 12.07], [11.69, 15.11, 11.20], [11.52, 13.39, 6.52], [11.41, 10.40, 9.82], [8.46, 11.41, 9.64], [11.76, 14.52, 8.46], [13.00, 7.95, 14.68], [10.40, 18.55, 6.43], [8.93, 18.16, 13.94], [13.17, 7.88, 13.67], [7.11, 8.77, 8.15], [9.57, 12.23, 10.97], [11.96, 6.78, 10.95], [7.97, 11.61, 7.19], [9.40, 12.53, 7.77], [8.39, 9.59, 9.65], [12.37, 7.27, 15.09], [7.94, 10.57, 7.86], [9.23, 13.43, 12.89], [9.75, 13.42, 9.19], [9.77, 17.79, 6.45], [13.93, 9.82, 13.60], [7.81, 19.98, 15.13], [8.52, 16.51, 7.82], [8.61, 9.46, 11.96], [12.69, 10.73, 10.88], [7.01, 9.39, 6.46], [13.52, 8.66, 11.68], [9.37, 10.81, 15.76], [9.13, 20.61, 15.91], [9.03, 11.54, 15.16], [12.46, 8.77, 11.00], [9.68, 14.03, 13.63], [10.75, 7.89, 10.23], [8.44, 8.21, 11.62], [10.36, 10.89, 15.92], [10.22, 8.56, 16.30], [9.52, 17.47, 7.75], [11.07, 13.03, 15.59], [9.67, 18.15, 12.14], [13.37, 11.12, 14.55]]
}

## two
{
  "formula": "C11H44N22O11",
  "method": "ωB97M-V/def2-TZVPD",
  "e_homo_ev": -8.8656,
  "smiles": "NC(N)=O.NC(N)=O.NC(N)=O.NC(N)=O.NC(N)=O.NC(N)=O.NC(N)=O.NC(N)=O.NC(N)=O.NC(N)=O.NC(N)=O",
  "gap_ev": 8.76,
  "symbols": ["C", "H", "O", "N", "H", "N", "C", "O", "N", "H", "C", "O", "H", "N", "C", "N", "N", "N", "O", "H", "N", "C", "H", "H", "H", "H", "H", "H", "O", "C", "H", "N", "N", "O", "N", "H", "H", "H", "H", "O", "N", "N", "H", "C", "H", "H", "O", "H", "N", "O", "H", "H", "H", "H", "H", "H", "N", "C", "H", "H", "H", "N", "H", "H", "C", "H", "N", "C", "H", "N", "O", "H", "H", "H", "N", "N", "H", "H", "H", "N", "N", "H", "H", "H", "H", "C", "O", "H"],
  "xyz": [[1.50, 3.53, -1.81], [2.60, 1.84, -4.63], [-1.48, -4.25, -2.33], [1.44, -0.44, 1.13], [4.83, -4.45, -0.61], [0.24, -1.92, 5.39], [-1.41, 1.79, -3.04], [4.05, -1.43, -1.08], [2.46, 4.18, -1.30], [3.50, 1.19, 2.54], [-0.67, -3.38, -1.91], [-2.03, 1.75, -2.04], [2.40, -0.41, -2.20], [-4.85, 3.06, 2.41], [-2.63, -2.31, 2.70], [3.30, 1.92, 1.86], [4.57, -3.10, -2.43], [2.49, 0.87, -4.92], [2.85, -1.26, -4.39], [-0.01, 2.37, -1.25], [-0.25, -2.47, -2.68], [1.11, -1.01, 5.41], [-3.78, 0.22, -2.81], [-0.58, -0.32, 2.16], [0.91, 3.15, 0.02], [-5.63, 3.58, 2.02], [-5.27, -0.69, -3.17], [2.24, -0.56, 0.51], [-4.78, -2.03, -0.94], [0.43, -0.14, 0.38], [-3.32, -3.69, 1.58], [-0.45, 0.98, -3.32], [-3.20, -0.48, -0.83], [2.13, -1.01, 6.08], [-1.65, 2.63, -4.12], [2.29, 1.28, -2.77], [3.03, 4.68, -1.97], [0.40, -2.66, -0.29], [-0.25, 0.32, -2.59], [1.49, 3.33, -2.99], [0.92, -0.12, 4.50], [0.67, 3.05, -0.96], [3.93, -2.68, -3.08], [-4.30, -1.01, -1.36], [-2.37, 3.32, -4.02], [-0.86, -3.83, -0.05], [-5.17, 1.42, 1.11], [3.45, 1.96, 3.92], [-4.51, -0.43, -2.55], [2.61, 4.06, 1.84], [-3.20, -0.67, 0.16], [-1.48, -0.24, 0.76], [3.17, 1.68, 0.89], [-1.55, -3.77, 1.94], [1.65, 0.57, 4.62], [-1.15, 2.60, -5.00], [-3.90, -1.97, 2.72], [2.70, -0.09, -4.09], [-0.63, -1.64, 4.95], [-0.60, -2.44, -3.62], [-4.65, -2.43, 2.23], [-0.59, -0.04, 1.18], [-2.90, 1.97, 3.14], [1.57, -0.09, 2.06], [4.33, -2.59, -1.28], [-2.91, 0.69, 1.95], [-3.36, 1.49, 2.38], [2.93, 3.00, 2.37], [3.80, -3.53, 0.37], [3.07, 2.86, 3.66], [0.39, 0.02, -0.80], [-4.15, -1.41, 3.52], [5.16, -3.92, -2.53], [-4.57, 3.37, 3.33], [-2.45, -3.31, 1.93], [4.44, -3.54, -0.42], [2.57, 4.23, -0.30], [3.07, 3.72, 4.18], [2.35, 0.67, -5.90], [-0.33, -3.24, -0.67], [2.56, 0.32, -2.89], [0.22, -1.73, -2.16], [0.37, 1.39, -3.74], [-0.01, 0.20, 4.28], [-2.51, 0.10, -1.30], [-4.50, 1.90, 1.96], [-1.77, -1.68, 3.32], [0.54, -2.84, 5.68]]
}

Which structure is most stable? one, by 177.0 kcal/mol over the runner-up.

## one
{
  "formula": "C2H10NO2",
  "method": "ωB97M-V/def2-TZVPD",
  "e_homo_ev": -15.0538,
  "gap_ev": 11.87,
  "charge": 1,
  "symbols": ["H", "C", "O", "H", "H", "H", "H", "H", "O", "H", "N", "H", "H", "C", "H"],
  "xyz": [[1.51, -1.20, 1.47], [1.80, 0.29, -1.34], [-3.06, 1.01, 0.54], [0.80, 0.70, -1.45], [-1.50, -1.72, -0.53], [1.24, 0.50, 1.48], [0.36, -0.51, 0.46], [-3.26, 1.61, -0.19], [-1.08, -0.89, -0.30], [-3.47, 1.41, 1.30], [1.30, -0.37, 0.94], [2.37, 0.20, -2.25], [-1.77, -0.29, 0.03], [2.29, -0.11, -0.18], [3.26, -0.52, 0.04]]
}

## two
{
  "formula": "C2H10NO2",
  "method": "ωB97M-V/def2-TZVPD",
  "e_homo_ev": -13.9107,
  "gap_ev": 9.41,
  "charge": 1,
  "symbols": ["H", "C", "H", "H", "H", "H", "H", "O", "H", "H", "H", "C", "N", "H", "O"],
  "xyz": [[-0.32, 1.76, 3.06], [0.84, -0.60, -1.03], [0.88, 0.40, 0.82], [-2.35, -1.29, -1.50], [-0.12, -0.91, 0.90], [1.24, 1.63, 3.12], [0.60, -1.65, -1.16], [-2.51, -1.18, -0.56], [-0.54, 0.42, 0.20], [0.99, 1.21, -2.15], [2.48, 0.19, -2.21], [1.48, 0.30, -1.80], [0.27, -0.21, 0.27], [-3.39, -1.56, -0.52], [0.46, 1.49, 2.57]]
}

## three
{
  "formula": "C2H10NO2",
  "method": "ωB97M-V/def2-TZVPD",
  "e_homo_ev": -14.5490,
  "gap_ev": 10.84,
  "charge": 1,
  "symbols": ["H", "O", "H", "H", "N", "C", "H", "H", "H", "H", "H", "O", "H", "C", "H"],
  "xyz": [[-2.26, 2.28, 3.12], [1.16, 0.40, -0.14], [-1.78, -1.41, -1.02], [-0.05, -0.89, -2.63], [-1.09, -0.63, -0.91], [1.63, -0.69, -0.89], [-1.25, 0.28, -1.43], [2.38, -0.34, -1.68], [1.47, 0.42, 0.80], [-1.06, -0.52, 0.06], [2.13, -1.62, -0.62], [-1.45, 1.82, 2.91], [0.08, -2.30, -1.38], [0.20, -1.23, -1.50], [-0.71, 2.28, 3.30]]
}

Which structure is most stable? one, by 30.8 kcal/mol over the runner-up.